Record 1
Entry from OMol25: C2H3N3O as an isolated structure in a non-equilibrium geometry (ωB97M-V/def2-TZVPD).

Summary:
* relative energy (zero: lowest compared OMol25 entry of this formula, charge and spin): 271.74 kJ/mol
* highest occupied orbital energy: -9.9 eV
* orbital gap: 0.3751 Ha

```
9
Properties=species:S:1:pos:R:3:mulliken_charge:R:1
O 0.93854 1.63133 -1.18914 -0.5589
C 0.38195 0.86913 -0.43377 0.3975
N 0.36887 -0.56785 -0.47085 -0.1036
C -0.65974 -0.98818 0.29496 0.0595
N -1.19783 -0.02194 0.98319 -0.3611
N -0.53816 1.15550 0.63616 -0.2694
H 0.94467 -1.13559 -1.07030 0.1877
H -0.97627 -2.02653 0.37017 0.3891
H 0.73798 1.08413 0.87958 0.2592
```


Record 2
Entry from OMol25: C2H3N3O as an isolated structure (ωB97M-V/def2-TZVPD).

Summary:
* relative energy (zero: lowest compared OMol25 entry of this formula, charge and spin): 450.45 kJ/mol
* highest occupied orbital energy: -9.5 eV
* orbital gap: 0.3749 Ha

```
9
Properties=species:S:1:pos:R:3:mulliken_charge:R:1
O -2.07513 -0.43424 -0.13151 -0.4908
C -0.77987 -0.11883 -0.00904 0.7641
N 0.16571 -1.01208 0.11173 -0.5078
N 1.30397 -0.31007 0.09272 0.0726
N 1.07389 1.02600 0.20218 -0.2290
C -0.27904 1.23969 0.07092 -0.6758
H -2.15828 -1.39776 -0.12579 0.3628
H 2.13471 -0.70879 0.50320 0.2598
H 0.75477 1.70486 -0.69606 0.4440
```